134
Properties=species:S:1:pos:R:3 method="wB97M-V/def2-TZVPD" smiles=COC[C@H](C)N.COC[C@H](C)N.OCCO.OCCO.OCCO.OCCO.OCCO.OCCO.OCCO.OCCO.OCCO.OCCO charge=0 orbital_gap_ev=9.441 e_tot_ev=-78385.029 homo_energy_ev=-8.893
H 0.83 8.51 19.06
C 1.13 8.69 23.08
C -0.86 7.54 19.29
C -6.11 2.61 19.66
H 0.77 6.04 16.83
H -5.38 6.82 26.51
C -2.18 2.09 17.70
H -5.73 5.99 18.03
H -0.84 -1.57 27.06
H -4.17 0.54 22.82
H -4.31 -0.97 20.36
O -4.66 -0.41 21.15
O -3.11 1.81 26.75
O 0.62 2.75 20.20
C -2.06 3.68 23.10
H 0.01 0.75 27.78
H -6.76 5.40 25.31
C -0.34 6.34 18.49
O 2.08 1.77 26.92
N -6.92 8.25 18.61
H 0.75 -1.90 26.27
C -5.35 6.42 18.95
C -2.47 2.34 27.91
C -3.69 0.27 21.84
H 1.74 6.91 24.04
H -7.13 6.69 20.06
H 1.71 -1.21 22.75
O -5.28 1.51 19.48
C 3.25 2.22 26.25
H -3.12 5.10 21.96
C -1.58 3.37 17.17
C 0.94 -0.67 22.20
H -0.31 8.32 21.72
O 0.67 6.73 17.53
H -5.26 3.88 22.50
O -5.10 3.65 21.58
H 1.91 5.19 22.24
H -7.24 3.82 20.96
O -2.69 4.36 17.16
H -1.10 3.27 16.19
H -2.99 5.67 26.01
H -3.29 2.65 28.60
H -4.73 8.81 23.19
C 2.15 7.62 23.24
H -6.62 8.11 17.64
O -3.61 6.36 25.74
H -0.54 3.11 27.40
H -3.02 4.38 18.04
H -1.80 0.11 22.45
C 0.21 -1.33 27.12
H 0.08 -1.32 22.21
H -5.84 6.10 24.00
H 0.14 1.08 20.17
H -2.34 1.36 26.31
H -5.04 5.65 19.61
H -5.04 3.50 24.90
H -0.82 3.64 17.95
H -1.49 4.14 28.58
C -1.54 3.48 27.67
H -1.42 -0.51 20.47
H -1.46 1.25 17.71
H -5.82 3.48 19.05
C -5.75 8.22 20.70
H 0.65 -1.60 28.09
C -4.33 7.96 22.63
C -6.36 3.16 21.04
O -5.36 7.45 21.85
O -1.95 4.26 26.54
H -4.99 5.28 26.81
H -3.42 8.34 22.04
H -2.00 1.53 28.52
H -1.46 7.06 20.10
H 4.07 1.45 26.35
C 1.98 2.98 20.32
H 1.76 0.44 25.35
O -0.86 3.06 23.58
N -0.62 0.67 25.79
H 3.10 8.03 23.57
H -1.72 3.75 25.76
C -5.78 5.43 24.86
C -2.52 -0.61 22.05
H 0.97 9.13 24.06
H -1.40 5.65 22.27
H -0.35 0.41 24.86
O -2.14 -1.09 20.79
H 0.02 1.08 22.49
H -1.25 6.00 18.02
H -1.46 8.29 18.73
H -3.50 1.27 21.40
H -7.09 2.44 19.36
H 2.49 -0.26 26.83
C -2.05 4.78 22.02
H 1.47 9.45 22.34
O 0.63 0.49 22.94
O -1.69 4.30 20.76
H -0.12 3.72 23.50
H -2.69 4.04 24.01
C 1.74 0.50 26.44
H -3.09 1.76 17.13
H -3.64 2.01 19.15
H -4.48 7.04 18.67
H 3.06 2.55 25.22
C 1.24 -0.51 20.76
H -2.94 -1.48 22.61
O 1.44 4.35 22.28
H -4.05 7.16 23.36
H -5.33 0.82 20.15
H 3.33 3.79 21.81
H -6.45 8.93 21.04
H -4.90 8.72 20.32
H -2.20 3.52 20.46
H 2.03 0.11 20.50
C -6.39 7.35 19.66
H 3.61 3.20 26.80
H 2.20 2.43 22.34
H -7.85 8.68 18.68
C 2.34 3.32 21.76
H 0.06 3.48 20.57
H 1.42 -1.46 20.33
O 2.35 6.95 22.00
H -6.79 2.33 21.62
H -0.41 1.68 25.73
C 0.30 0.22 26.86
O -0.12 8.11 22.65
H -2.60 2.86 22.71
O 0.31 8.18 19.81
H 0.07 5.55 19.10
H 1.53 6.99 21.45
C -4.92 6.00 26.01
O 0.12 0.09 20.09
O -5.51 4.13 24.34
H 2.35 3.80 19.69
H 2.54 2.07 20.07
O -2.70 2.31 19.04

138
Properties=species:S:1:pos:R:3 method="wB97M-V/def2-TZVPD" charge=0 orbital_gap_ev=8.467 e_tot_ev=-75010.789 homo_energy_ev=-8.130
N -2.43 -3.22 -7.34
O -1.86 -2.39 -5.45
C -3.48 0.95 0.31
H 3.35 1.71 1.55
H 1.94 4.80 4.19
C -3.15 -3.25 -1.93
H 2.73 -3.10 -3.47
H -3.22 0.61 -1.87
H 1.30 7.86 1.55
H 0.20 -6.70 1.41
H 4.69 7.16 3.53
O -3.18 -2.79 0.43
H 2.96 7.43 1.64
H -1.69 -1.34 -8.32
H -1.48 0.84 -0.41
H -1.54 -0.27 -6.90
C 0.12 3.77 0.24
H -1.64 -0.64 -4.77
H 0.90 -0.76 1.65
C -0.95 -6.58 3.69
N -1.69 -1.17 -7.32
C -3.96 0.54 -1.08
C 2.01 -2.56 -2.86
C -3.49 -3.74 -0.52
H -1.62 2.12 1.83
H 2.93 -2.90 2.10
H -0.50 0.01 -3.57
H 2.74 0.97 3.54
C 3.58 4.67 2.80
O 3.65 9.00 3.38
H -3.60 -3.91 -2.67
H -0.39 0.98 1.66
H 3.60 0.59 -3.61
C -6.06 0.78 -2.27
H 0.87 0.36 -0.84
H -0.51 -1.63 4.84
H 2.43 0.75 -2.41
H -0.92 -5.36 1.39
H -0.71 -2.31 -0.87
H -2.55 -3.10 -8.34
H -2.28 -1.41 4.73
C 4.28 -0.04 -1.87
H 0.00 -2.06 0.64
H -1.95 -6.49 3.25
B 0.39 0.66 -1.76
H -2.77 -4.03 -6.84
H 2.44 -1.84 -2.15
N 3.87 -0.13 -0.61
O 5.36 -0.53 -2.33
O -5.20 1.30 -1.34
H -6.36 -0.19 -1.89
H -0.52 1.19 -1.54
H -6.96 1.37 -2.44
H 4.32 3.04 0.80
C 1.19 -4.78 1.29
H -4.10 0.42 1.02
H 1.56 2.93 1.43
H 4.28 7.86 5.06
C -1.05 1.27 -5.01
H -0.27 2.69 -1.31
C 3.95 2.60 1.73
H 4.82 2.36 2.33
H 1.97 8.20 4.34
H -1.59 -2.77 4.01
H -0.64 -7.62 3.73
O -0.02 -5.70 3.12
N 1.52 6.17 2.79
H 0.95 -5.29 -2.96
H 0.23 -0.24 -2.33
H 1.25 5.59 2.00
N -2.06 0.65 0.40
H -3.65 -2.39 2.39
C -3.49 -3.24 1.73
C -1.38 -1.71 4.19
H -1.37 4.09 -0.98
H 2.69 -0.60 1.50
O -1.77 1.50 -6.02
O -1.26 -1.03 2.93
H -1.56 -5.34 -2.42
H 1.06 -4.74 0.21
H -1.47 -1.38 0.27
H -3.03 -0.05 2.80
H 0.31 -4.04 -3.94
H -3.06 -4.70 -0.22
N 3.39 0.53 -2.63
N -1.01 0.08 -4.44
H 3.93 5.03 1.83
H 3.01 6.24 4.25
N -0.24 2.16 -4.44
N 0.89 -3.43 1.79
H -0.06 -0.89 -0.46
H -4.56 -3.93 -0.47
C 4.59 8.12 4.05
C 2.05 -2.56 1.55
C -2.02 -2.26 -6.63
H 1.38 -1.94 -3.48
O 1.19 -3.49 -2.14
C -1.97 0.19 2.86
C 1.87 -1.10 2.02
H 0.17 1.93 -3.55
C 1.86 0.45 3.91
C 0.06 -5.68 1.75
H 2.33 -2.71 0.51
H 2.03 0.33 4.98
O 0.00 4.87 0.78
H -2.65 -3.85 2.07
H -4.39 -3.84 1.80
N -0.53 3.55 -0.84
C 2.05 7.50 2.24
H 4.45 4.56 3.45
H -0.14 3.01 -4.99
H 2.16 -5.21 1.54
H -3.68 2.02 0.43
H 5.55 8.61 4.21
O 2.99 3.41 2.43
H -4.16 -0.53 -1.04
N -0.57 -1.67 -0.09
H 4.53 -0.34 0.12
H -0.73 -4.64 -1.19
C -1.48 1.04 1.70
N 0.90 2.77 0.68
H 0.97 1.01 3.63
H 0.68 -3.48 2.77
C -0.97 -4.45 -2.24
H 1.65 9.39 3.24
O 1.96 -0.90 3.40
C 2.30 8.52 3.35
H -3.64 -2.28 -2.00
C 0.37 -4.37 -2.90
H -2.03 0.78 3.77
H -1.12 -6.34 4.74
H 1.02 1.36 -2.29
N -1.73 -3.23 -2.35
H -1.67 -2.82 -3.27
H 0.97 2.07 -0.05
H 3.07 0.45 -0.37
H -5.57 0.70 -3.24
C 2.53 5.51 3.60

132
Properties=species:S:1:pos:R:3 method="wB97M-V/def2-TZVPD" charge=+6 orbital_gap_ev=5.554 e_tot_ev=-91017.040 homo_energy_ev=-21.397
H 5.92 3.43 -3.76
C -4.68 -4.96 -0.36
H 3.43 4.88 -1.16
C 3.53 -1.35 2.96
H 3.98 2.54 -5.01
C -1.71 -0.14 3.85
H -0.19 2.95 0.97
C -3.50 -4.02 -0.23
H 1.92 5.58 -5.19
C -2.39 -4.54 0.65
H -3.56 -3.30 -2.24
H 3.52 3.12 -1.44
H 3.46 -3.97 3.30
H -4.60 3.01 -0.97
H -0.47 -6.46 1.40
O 3.08 -2.32 2.04
C 4.25 -6.17 -3.01
C -5.20 2.85 1.00
H -1.97 0.59 3.08
N 1.63 -2.10 -2.63
O -1.01 -1.69 -1.49
O 3.85 -5.00 -2.25
O 0.11 -0.85 0.71
H -1.90 5.24 0.95
C -5.27 2.34 -0.42
C 1.03 -0.85 6.03
H -3.69 -0.59 4.46
H 1.84 -3.37 3.41
H 3.70 1.45 3.57
O 1.64 3.74 -1.16
N -1.67 -1.39 2.94
C 2.06 3.51 -4.81
C 5.41 4.40 -3.75
H 1.63 3.07 -2.73
H 3.89 -3.32 -3.45
H 3.86 4.03 -5.84
H -2.63 -4.66 -1.99
H 2.26 -4.22 1.98
C -2.74 -0.36 4.94
H 2.75 0.94 0.66
H -0.92 3.98 -1.62
C -1.67 5.29 -0.11
O 4.01 4.25 -3.79
H -5.66 3.85 0.94
H 5.72 5.01 -2.91
H -2.05 -3.16 -1.54
C 3.55 3.55 -4.90
H -1.78 2.86 0.41
H -4.98 0.38 -1.36
C 3.19 -4.02 -2.96
C 2.68 -3.52 2.69
C -0.32 0.17 4.34
H -0.47 2.20 -0.45
H 1.00 -2.54 -3.31
N -0.80 2.99 0.15
H 3.43 -6.88 -3.09
H -2.45 -1.15 5.63
H 0.75 2.11 -3.85
N 1.65 2.55 -3.63
H 2.78 -1.10 3.72
H -2.84 0.57 5.50
H -2.21 -6.87 1.69
C 1.52 -4.01 -1.04
H 0.46 -0.23 6.73
H 0.75 -4.55 -1.62
H 3.25 3.72 0.20
H -4.16 2.87 3.50
H -2.59 5.07 -0.65
H -2.61 -1.58 2.61
H -6.68 3.64 -1.39
H -2.80 -4.68 1.66
O 0.25 -1.01 4.83
N -4.89 0.88 -0.47
H 4.50 -0.38 1.27
C 2.42 -3.20 -1.92
H -1.41 6.32 -0.34
O -2.15 0.07 -0.37
H -3.88 0.77 -0.22
C -0.61 4.31 -0.63
C -1.42 -6.73 0.94
H 0.90 -3.41 -0.37
H 1.70 5.29 -3.60
H -5.37 -4.66 -1.15
H 2.51 -4.48 -3.69
H 2.28 -1.53 -3.17
H 2.01 -0.56 1.14
C -6.52 2.57 -1.25
N -2.92 -3.75 -1.60
H -5.53 0.30 0.09
H -1.02 -1.20 2.14
H 5.05 -6.58 -2.41
H 4.72 1.83 2.14
H 1.27 -1.81 6.48
H -7.48 2.25 -0.81
C 1.40 4.84 -4.55
Ca -1.82 0.05 -2.67
H 2.34 1.81 -3.54
N 2.56 0.28 1.41
H 4.60 -5.92 -4.01
C -3.69 3.45 2.71
H -0.43 0.99 5.05
H 1.04 -1.58 -1.96
H -5.28 -4.96 0.55
O -3.86 2.87 1.43
H 4.46 -1.67 3.45
H -5.85 2.26 1.67
H 2.02 -4.77 -0.45
H 3.19 -2.68 -1.34
H -1.15 -2.12 3.44
H 1.12 4.90 0.48
C 3.04 3.91 -0.86
H 1.93 -0.28 5.81
C 4.42 1.05 2.85
H 2.03 0.83 2.10
H -1.30 -7.61 0.33
C 0.82 4.76 -0.58
H 5.33 0.85 3.42
P -0.68 -0.49 -0.50
H 1.62 2.99 -5.67
H 0.38 0.49 3.54
H 0.97 5.73 -1.06
H -2.63 3.54 2.94
C 3.85 -0.15 2.12
O -0.07 0.58 -1.50
H -1.61 -3.79 0.88
H -6.47 2.17 -2.26
H -3.85 -3.06 0.16
H 5.85 4.95 -4.60
H -4.37 -6.00 -0.44
O -1.86 -5.67 0.05
H -4.13 4.45 2.77
H 0.34 4.88 -4.76